Computed, not measured: a gas-phase ion, C6H13N2O (charge +1) at a distorted geometry, with the ωB97M-V functional and the def2-TZVPD basis.

Element x y z (Å)
C (-1.64065, -0.61189, -1.08842)
C (-0.72830, -0.01732, -0.04873)
C (-0.70349, 1.47366, -0.48469)
C (-1.31889, 0.04680, 1.38401)
C (0.54915, -0.78941, -0.18163)
O (0.66501, -2.05781, 0.26765)
C (1.75497, 0.37521, 0.51725)
N (2.84303, 0.23267, 0.07480)
N (3.80342, 0.40438, -0.57264)
H (-1.65925, -1.76465, -1.11453)
H (-2.70805, -0.45211, -0.92818)
H (-1.53004, -0.29702, -2.15599)
H (-0.62265, 1.42769, -1.57460)
H (-0.06865, 2.02727, 0.10808)
H (-1.77932, 1.91725, -0.41093)
H (-1.45354, -0.90378, 1.68631)
H (-0.74813, 0.46150, 2.16466)
H (-2.20644, 0.52646, 1.41230)
H (0.98277, -0.70400, -1.13564)
H (0.56575, -1.98602, 1.22432)
H (1.35185, 0.82788, 1.32858)
H (4.65146, -0.13677, -0.47199)

Output
highest occupied orbital energy: -14.76 eV
Kohn-Sham gap: 9.36 eV
charge: +1
E_tot: -420.73274 Eh
energy relative to the best compared isomer or geometry (same formula, charge and spin): 578.25 kJ/mol
E_LUMO: -0.199 Ha

=====

Computed, not measured: a gas-phase ion, C6H13N2O2 (charge +1) at a distorted geometry, with the ωB97M-V functional and the def2-TZVPD basis.

Element x y z (Å)
H (-3.75284, -0.60366, -1.27976)
N (-2.68975, -0.48683, -1.44669)
N (-2.00314, -0.18918, -0.47913)
O (-2.32628, 0.34091, 0.68208)
O (-3.74776, 0.13350, 0.92265)
C (-0.27804, -0.10078, -0.55396)
C (0.25730, 1.34729, -0.28062)
C (1.72701, 1.18830, -0.53316)
C (2.34475, 0.14217, 0.45174)
C (1.67749, -1.25259, 0.34373)
C (0.15013, -1.12928, 0.47165)
H (-4.21686, 0.59347, 1.70966)
H (-0.21549, -0.30649, -1.68065)
H (-0.04676, 1.51199, 0.75862)
H (-0.23172, 2.15128, -0.87839)
H (2.20850, 2.11142, -0.70130)
H (2.01923, 0.83564, -1.60879)
H (3.39017, -0.08014, 0.10164)
H (2.21499, 0.45779, 1.52443)
H (1.90505, -1.95612, -0.43372)
H (2.08193, -1.88767, 1.11238)
H (-0.31406, -2.13916, 0.38409)
H (-0.15382, -0.68186, 1.41348)

Output
highest occupied orbital energy: -14.48 eV
Kohn-Sham gap: 9.68 eV
charge: +1
E_tot: -495.90334 Eh
energy relative to the best compared isomer or geometry (same formula, charge and spin): 794.05 kJ/mol
E_LUMO: -0.176 Ha

=====

Computed, not measured: a molecular structure, C6H13N2O2 at a distorted geometry, with the ωB97M-V functional and the def2-TZVPD basis.

Element x y z (Å)
C (1.49342, 1.09248, -0.06994)
C (1.38752, -1.25291, -0.38977)
C (0.01511, 0.22777, -1.66474)
C (0.22379, 1.30074, 0.78083)
C (0.54792, -1.14113, 1.02550)
C (-1.41252, -0.05283, -0.29508)
N (1.21719, -0.01137, -0.97062)
N (-0.42512, -0.03448, 0.88280)
O (-2.08792, -1.26677, -0.26187)
O (-2.31211, 0.96714, -0.04839)
H (1.75521, 1.99050, -0.55405)
H (2.35489, 0.75947, 0.56759)
H (2.44427, -1.35107, -0.18268)
H (1.02387, -2.02995, -1.06897)
H (-0.19068, -0.52052, -2.29797)
H (-0.13285, 1.15819, -2.11588)
H (0.49221, 1.49443, 1.82771)
H (-0.51134, 2.08932, 0.54102)
H (0.12013, -2.07920, 1.35788)
H (1.21587, -0.81170, 1.90755)
H (-0.98545, -0.01597, 1.85882)
H (-3.05501, -1.22474, -0.43270)
H (-3.17838, 0.71261, -0.39705)

Output
highest occupied orbital energy (alpha / beta): -7.81 / -14.40 eV
Kohn-Sham gap (alpha / beta): 5.05 / 8.33 eV
charge: +1
spin multiplicity: 3
E_tot: -495.90199 Eh
energy relative to the best compared isomer or geometry (same formula, charge and spin): 156.99 kJ/mol
E_LUMO (alpha / beta): -0.102 / -0.223 Ha
⟨S²⟩: 2.006

=====

Computed, not measured: a molecular structure, C6H13N2O2S2 at a distorted geometry, with the ωB97M-V functional and the def2-TZVPD basis.

Element x y z (Å)
C (-1.52820, -0.27286, -0.99698)
C (-2.08971, -0.33392, 0.19056)
C (-0.15129, -0.99796, -1.16140)
C (1.10613, 1.41417, 1.09544)
C (1.40060, 0.79194, -0.22000)
C (-0.20990, -2.45645, -0.71926)
N (0.99565, 2.67056, 1.40230)
N (2.75412, 0.68671, 0.26345)
O (0.85817, -0.49939, -0.28116)
O (-0.51747, -2.65200, 0.61117)
S (-1.77314, 0.85645, -2.33001)
S (-3.46656, 0.69339, 0.79884)
H (-1.50415, -1.00760, 0.80624)
H (0.15426, -0.93327, -2.21182)
H (0.87616, 0.73726, 1.88915)
H (1.26289, 1.48899, -1.08929)
H (0.83881, -2.79991, -0.89988)
H (-1.03014, -3.07072, -1.25987)
H (-3.68094, -0.18256, 1.75248)
H (0.83278, 3.03043, 2.33026)
H (1.10693, 3.42834, 0.69790)
H (3.37093, 1.09168, -0.45316)
H (3.12323, -0.14536, 0.67569)
H (0.33883, -2.82377, 1.05783)
H (-3.06799, 1.28586, -1.94846)

Output
highest occupied orbital energy: -11.18 eV
Kohn-Sham gap: 7.56 eV
charge: +1
E_tot: -1292.44354 Eh
E_LUMO: -0.133 Ha

=====

Computed, not measured: 2 unconnected molecules or ions with the total composition C6H13N2O4P at a distorted geometry, with the ωB97M-V functional and the def2-TZVPD basis.

Element x y z (Å)
C (-0.28209, 0.82915, 0.75640)
C (0.08225, 2.26767, 0.45329)
C (-0.34212, 1.71233, 3.11697)
C (-1.58235, -2.25493, -3.33035)
C (2.43038, -1.68007, -2.41251)
C (-0.54027, 0.63492, 2.15949)
N (-1.19862, -1.28297, 3.39684)
N (-1.02621, -0.50344, 2.40489)
O (-0.03202, -0.10554, -0.04073)
O (-0.19436, 0.80183, -3.67051)
O (-0.27973, -1.85876, -3.33882)
O (1.76321, -0.50612, -2.85760)
P (0.21576, -0.33474, -2.88246)
H (-0.86620, 2.94516, 0.61635)
H (0.20919, 2.31848, -0.56854)
H (0.94638, 2.65026, 0.86851)
H (0.68384, 2.04696, 3.25297)
H (-0.58044, 1.40750, 4.15736)
H (-0.88072, 2.68624, 2.91535)
H (-2.16282, -1.35746, -3.41445)
H (-1.85055, -2.81914, -2.41111)
H (-1.61992, -2.85337, -4.26234)
H (2.31720, -2.48839, -3.00995)
H (2.02184, -2.03722, -1.52870)
H (3.48406, -1.61121, -2.38094)
H (-1.84572, -2.00974, 3.20924)

Output
highest occupied orbital energy (alpha / beta): -8.96 / -7.57 eV
Kohn-Sham gap (alpha / beta): 8.80 / 6.22 eV
charge: 0
E_tot: -988.10052 Eh
energy relative to the best compared isomer or geometry (same formula, charge and spin): 521.80 kJ/mol
E_LUMO (alpha / beta): -0.006 / -0.050 Ha

=====

Computed, not measured: a gas-phase ion, C6H13N2OS (charge +1) at a distorted geometry, with the ωB97M-V functional and the def2-TZVPD basis.

Element x y z (Å)
C (0.33159, 0.90329, -1.53916)
C (-1.54813, 0.41061, -0.04891)
C (0.93013, -0.39578, 2.00757)
C (2.50861, 0.75530, -0.49566)
C (-2.03871, -1.86257, -0.14344)
C (0.56912, 0.08828, 0.70474)
N (-0.95777, 0.27623, -1.30614)
N (1.13132, 0.47919, -0.34120)
O (-2.20936, -0.58221, 0.46515)
S (-1.89306, 2.03852, 0.33239)
H (0.84404, 0.43529, -2.44682)
H (0.33515, 1.96618, -1.61091)
H (1.04543, 0.33454, 2.76017)
H (1.84364, -0.91850, 2.12126)
H (0.14615, -1.01738, 2.40113)
H (2.97576, 0.29545, 0.37174)
H (2.69667, 1.77299, -0.59311)
H (2.72268, 0.17803, -1.38168)
H (-2.39828, -1.85257, -1.23716)
H (-2.62027, -2.54234, 0.47579)
H (-0.92404, -2.02244, -0.30291)
H (-1.10513, -0.59626, -1.84431)
H (-2.38555, 1.85613, 1.65146)

Output
highest occupied orbital energy (alpha / beta): -12.01 / -12.01 eV
Kohn-Sham gap (alpha / beta): 9.28 / 9.28 eV
charge: +1
E_tot: -818.99202 Eh
energy relative to the best compared isomer or geometry (same formula, charge and spin): 342.07 kJ/mol
E_LUMO (alpha / beta): -0.100 / -0.100 Ha